# C27H32MnN2O5

A structure of composition C27H32MnN2O5 (the ωB97M-V functional and the def2-TZVPD basis, the Open Molecules 2025 dataset).

Properties
E_LUMO (spin up / spin down) in eV: 0.625 / 0.474
Frontier orbital gap (spin up / spin down) in eV: 8.4 / 8.3
Energy relative to the best compared isomer or geometry (same formula, charge and spin) in kcal per mole: 0.00
Spin multiplicity: 6
Strongest force on any atom in eV Å⁻¹: 0.43

Each line ends with the Löwdin spin population.
CARTESIAN COORDINATES (ANGSTROEM)
Mn 0.002 0.479 0.242  4.66
C -2.648 -2.051 0.703  0.00
C -1.157 -2.069 0.454  0.01
C -0.263 -2.077 1.533  0.01
C -0.792 -1.917 2.938  0.00
C 1.110 -2.228 1.288  0.01
C 2.095 -2.359 2.424  0.00
C 1.582 -2.290 -0.027  0.01
C 3.068 -2.372 -0.287  0.00
C 0.688 -2.259 -1.105  0.01
C 1.222 -2.374 -2.511  0.00
C -0.681 -2.119 -0.867  0.01
C -1.660 -1.964 -2.007  0.00
H -3.057 -1.039 0.698  0.00
H -2.892 -2.508 1.660  0.00
H -3.173 -2.616 -0.066  0.00
H -1.065 -2.879 3.383  0.00
H -1.682 -1.289 2.954  0.00
H -0.063 -1.435 3.582  0.00
H 1.606 -2.593 3.365  0.00
H 2.667 -1.439 2.561  0.00
H 2.805 -3.162 2.221  0.00
H 3.638 -1.882 0.500  0.00
H 3.334 -1.892 -1.226  0.00
H 3.413 -3.410 -0.340  0.00
H 1.624 -1.416 -2.850  0.00
H 0.454 -2.682 -3.215  0.00
H 2.024 -3.111 -2.562  0.00
H -2.099 -2.923 -2.299  0.00
H -1.190 -1.525 -2.884  0.00
H -2.476 -1.299 -1.726  0.00
O -0.006 2.603 0.793  0.05
N 0.176 2.866 2.012  0.01
N 0.602 1.867 2.690  0.00
O 0.855 0.689 2.143  0.05
C 0.837 2.035 4.101  0.00
C 1.470 1.013 4.784  0.00
C 1.704 1.156 6.148  0.00
C 1.309 2.305 6.814  0.00
C 0.673 3.320 6.108  0.00
C 0.430 3.193 4.751  0.00
H 1.774 0.127 4.247  0.00
H 2.201 0.359 6.686  0.00
H 1.492 2.413 7.875  0.00
H 0.355 4.221 6.618  0.00
H -0.064 3.979 4.199  0.00
C 1.422 0.719 -6.550  0.00
O 0.144 1.301 -6.349  0.00
C -0.340 1.361 -5.088  0.00
C -1.646 1.876 -4.985  0.00
C -2.191 2.004 -3.739  0.00
C -1.520 1.597 -2.565  0.00
C -2.235 1.644 -1.304  0.01
C -3.290 2.676 -1.034  0.00
O -1.995 0.857 -0.367  0.04
C -0.191 1.077 -2.676  0.01
O 0.549 0.743 -1.668  0.06
C 0.369 0.974 -3.971  0.00
H 1.563 0.666 -7.625  0.00
H 1.470 -0.283 -6.121  0.00
H 2.206 1.339 -6.111  0.00
H -2.181 2.159 -5.880  0.00
H -3.200 2.387 -3.663  0.00
H -3.673 3.175 -1.917  0.00
H -2.791 3.426 -0.411  0.00
H -4.097 2.240 -0.449  0.00
H 1.386 0.615 -4.034  0.00

Forces on atoms 1 to 6 (eV/Å):
Mn 0.19 0.09 0.10
C 0.00 -0.06 0.04
C -0.21 0.05 -0.04
C 0.01 -0.02 0.06
C -0.02 -0.03 0.03
C 0.04 0.02 0.03